1.
The following is a DFT calculation (ωB97M-V with the def2-TZVPD basis set) of a molecular structure, C17H36AsBN4PdS2Si3 in a non-equilibrium geometry.

Last column: Mulliken charge in e.
CARTESIAN COORDINATES (ANGSTROEM)
C 0.9008 -3.5259 0.0594  -1.316
H 0.8214 -4.5132 -0.3907  0.418
N 1.8651 1.8742 0.1751  -0.363
N 1.2662 -0.1776 6.7972  -0.362
H 1.4910 0.0664 7.7484  0.211
C 2.3446 -0.2002 5.9507  0.276
H -4.4903 0.0559 -2.2729  0.399
H -4.4632 2.3201 -0.4737  0.310
H -5.4408 -0.6476 -0.9827  0.455
As -0.9510 0.9680 -0.0278  0.022
H -2.5303 0.5919 -3.2584  -0.016
H 3.1458 4.9243 0.2821  -0.198
C 3.1874 -0.3573 3.6179  -0.641
N 1.7235 -0.8961 1.8020  0.258
B 2.4283 4.4236 -0.5589  0.318
H 3.7604 -0.7090 1.5808  0.362
C -4.4364 -0.5757 -1.3921  -1.424
H -1.1674 -0.3412 -3.8522  0.209
H 2.2037 -2.2726 -3.0177  0.268
H -0.0487 -0.4814 4.6097  0.147
S 3.8463 -0.1571 6.6739  -0.429
C 4.0280 -1.2548 -1.4862  0.222
Si 0.4153 -2.1289 -1.1942  0.983
H 0.6085 -2.2361 -3.7357  0.313
C 2.1252 -0.3295 4.5386  1.046
H 4.1966 -0.2353 3.9813  0.388
C 2.1293 2.9550 -0.1475  -0.123
C -1.4327 -2.6202 -1.5491  -0.932
H 1.8100 2.4150 -3.1175  0.387
C 1.3583 1.4258 -3.1119  -0.908
H -3.4953 2.3931 0.9909  0.406
C 0.6972 -0.7676 2.6480  -0.605
H -5.0542 1.5673 0.9965  0.400
C -3.5214 -1.0519 1.4233  -1.309
H -1.9245 -1.8922 -2.1839  -0.022
H -0.8871 3.6972 -3.4392  0.354
H 2.0563 0.7601 -2.5923  0.062
H -1.4730 -3.5891 -2.0414  0.472
H 0.3647 0.1110 6.4516  0.200
C -0.9050 3.3539 -2.4083  -1.196
C 0.8356 -0.4959 3.9873  -0.731
C 1.1871 -2.6311 -2.9030  -1.200
Si -0.3770 1.5039 -2.2657  0.974
H 2.9632 4.4102 -1.6501  -0.183
H -1.9093 3.4958 -2.0101  0.237
H 1.3535 4.9915 -0.6088  -0.180
S 5.2304 -2.0994 -2.1224  -0.555
Si -3.1985 0.1411 -0.0781  0.809
N 3.1794 -0.6041 -1.0163  -0.636
H -4.1399 -1.5658 -1.7153  0.350
H 1.2077 -3.7144 -2.9988  0.325
H 1.9174 -3.3893 0.4121  0.260
H -4.5614 -1.0758 1.7383  0.442
H 1.2850 1.0715 -4.1394  0.406
H -2.9209 -0.7427 2.2757  0.263
H -1.4892 1.2543 -4.5022  0.403
H 0.2449 -3.4983 0.9253  0.279
H -3.2364 -2.0687 1.1711  0.365
H -0.2270 3.9794 -1.8326  0.178
C 2.9417 -0.6430 2.2912  -0.405
Pd 1.1147 -0.0603 -0.4566  -0.444
H -0.2902 -0.9315 2.2189  0.296
H -1.9954 -2.6875 -0.6247  0.115
C -1.5032 0.6578 -3.5954  -0.940
C -4.1627 1.7601 0.4074  -1.467

Cartesian forces (eV/Å) of the 3 atoms listed first:
C 0.1 0.7 -0.4
H -0.1 -0.1 -0.2
N 0.3 0.7 -0.2

Calculated values
electronic energy	-4941.9184	a.u.
net charge	-2
strongest force on any atom	2.3	eV/A

2.
The following is a DFT calculation (ωB97M-V with the def2-TZVPD basis set) of a molecular structure, C48H39MnN3OPS.

Last column: Löwdin spin population.
CARTESIAN COORDINATES (ANGSTROEM)
H -0.2195 -2.1957 -5.0946  0.000
C -0.0497 -0.5203 -3.7497  0.000
H 0.7322 2.8099 -5.3960  0.000
C 0.1205 -1.8571 -4.1219  -0.003
C 1.6705 -1.3442 2.4393  0.002
C -2.7723 3.0100 4.2501  0.000
H 0.8483 -3.7874 -3.5505  0.000
C -4.2488 -2.4732 0.3624  0.001
C 0.4477 1.2227 -1.7978  -0.020
N 0.6081 -1.1498 1.5804  0.001
C -1.3460 2.9968 -2.6091  -0.001
C 2.1295 2.7292 1.3457  -0.008
C 1.2970 4.9691 1.7250  0.000
C 2.0692 2.5049 2.7225  -0.004
H -3.1123 2.9968 5.2883  0.000
H 7.5798 -0.7774 1.4634  0.000
C 1.2563 4.7384 3.0920  -0.003
H 1.7386 4.1611 -0.2073  0.000
H -0.5256 0.1754 -4.4308  0.000
H -5.1763 3.5422 3.0473  0.000
C 1.3540 -2.2800 3.3653  -0.001
H 2.8551 3.9792 -4.7384  0.000
C 1.1253 -2.3435 -1.9733  -0.005
C -0.6446 2.1918 -1.5290  -0.001
C -1.6374 3.4551 0.1874  0.001
C 0.5008 2.8123 -4.3347  0.000
H -1.5194 2.9255 -4.7915  0.000
C -2.5156 -3.1707 1.8448  0.001
C -2.9324 5.5852 1.4072  0.000
C -3.2173 4.3134 3.5850  0.000
C -3.4457 -1.4755 -0.1200  0.000
C -2.5141 5.6927 0.0938  0.000
Mn 0.5825 0.1771 -0.0441  1.114
N -0.8509 2.4039 -0.2869  0.004
C 6.2487 0.8785 1.7652  0.000
C 0.9643 -1.0193 -1.5805  -0.018
H 4.8401 3.9867 -3.2699  0.000
H -3.7872 -0.8020 -0.8965  0.000
H -3.4296 6.4328 1.8638  0.000
H -2.1612 -3.8632 2.6027  0.000
C -3.7894 -3.3504 1.3579  0.001
C -4.7505 4.3781 3.6054  0.000
H 4.7263 2.3857 1.8933  0.000
C -2.6486 5.4800 4.4037  0.000
H -1.8653 2.4316 2.0116  0.000
H 1.9087 -2.7003 4.1847  0.000
C 1.6686 2.7669 -3.4304  -0.001
H -2.3985 2.6974 -2.6175  0.000
H 1.6081 3.3075 4.6556  0.000
C 6.6044 -0.3584 1.2474  0.000
H -2.9944 6.4458 4.0329  0.000
H -1.6844 2.9142 4.2448  0.000
H 2.5979 -0.8139 2.3118  0.000
N 0.0663 -2.6679 3.0640  0.003
S -1.2670 4.7768 -2.1775  0.000
C 4.4530 -0.5261 0.1857  -0.001
C 3.9458 3.4554 -2.9676  0.000
H 0.9112 5.5132 3.7662  0.000
H 0.9695 5.9208 1.3236  0.000
H 3.7330 -1.0705 -0.4195  -0.001
C 1.7355 3.9750 0.8601  -0.003
H 2.3368 1.5312 3.1201  0.000
C 1.6388 2.0474 -2.2256  -0.004
H -5.1108 5.3036 3.1525  0.000
C -1.8679 4.6292 -0.5317  0.000
H 5.9752 -2.0267 0.0485  0.000
C 0.7207 -2.7521 -3.2481  -0.001
C -2.1097 -1.2696 0.3504  0.001
C 1.6471 3.5017 3.5900  0.000
P 2.4073 1.2978 0.2203  -0.044
C -0.7855 2.8866 -3.9941  0.000
C 2.7472 2.1136 -1.3802  -0.005
H -3.1933 2.1361 3.7508  0.000
H 6.9464 1.4279 2.3860  0.000
H 4.7555 2.8182 -1.0802  0.000
O -1.4112 -0.3276 -0.1421  0.001
C -0.3579 -1.9715 1.9732  0.009
H -4.4139 -4.1529 1.7272  0.000
H -2.6897 6.6089 -0.4578  0.000
H -5.2499 -2.5921 -0.0382  0.000
H -1.5573 5.4743 4.3685  0.000
C 3.8997 2.7973 -1.7464  -0.002
C 5.7041 -1.0595 0.4539  0.000
H -5.1221 4.3322 4.6328  0.000
H -2.9614 5.3927 5.4474  0.000
C 4.9979 1.4180 1.4874  -0.001
C -1.6698 -2.1511 1.3836  0.000
C -2.0894 3.3612 1.5057  0.000
C 2.8297 3.4448 -3.7943  -0.001
C 4.0892 0.7221 0.6959  -0.006
C -2.7337 4.4083 2.1391  0.000
H -0.4884 -3.3278 3.5746  0.000
H 1.5281 -3.0859 -1.2870  -0.001
C 0.4123 -0.1173 -2.5068  0.000

Cartesian forces (eV/Å) of the 3 atoms listed first:
H 0.0 0.0 0.0
C 0.1 0.0 0.0
H 0.0 0.0 0.0

Calculated values
relative energy (zero: lowest compared OMol25 entry of this formula, charge and spin)	48.4	kcal/mol
net charge	-1
2S+1	2
strongest force on any atom	0.6	eV/A

3.
The following is a DFT calculation (ωB97M-V with the def2-TZVPD basis set) of a molecular structure, C25H57F3MgNO10S5 in a non-equilibrium geometry.

Last column: Mulliken charge in e.
CARTESIAN COORDINATES (ANGSTROEM)
C 0.1751 0.5837 -2.7950  1.095
H -3.8716 2.0964 -2.5988  0.249
H -5.4343 -0.4476 1.7271  0.100
O 4.4406 -2.7579 -2.8749  -0.624
H 2.8891 3.6378 -0.3175  0.427
H 0.6426 0.5860 2.4736  0.211
C 3.8581 -1.1456 -0.8891  -0.312
O -3.0020 0.5657 -0.4649  0.292
H -0.4229 2.5063 -2.0652  -0.597
H 0.2925 -4.6229 -0.2894  0.081
Mg -1.6534 -0.7024 -0.5445  1.000
H 0.2001 -0.2653 -4.5970  0.418
H -5.3051 2.8290 -1.8570  0.429
C -2.7086 3.2637 -0.2136  -0.331
C 4.3169 5.7937 -4.2336  -1.228
H 2.9530 -0.7485 -1.3487  -0.199
C 0.2063 2.0805 -2.8468  -0.327
H 1.2422 2.4054 -2.7500  0.056
H 6.1589 3.6998 -3.0030  0.296
S -3.8545 1.8170 -0.1785  0.301
F 2.6996 -1.3321 2.4685  -0.314
C 0.8145 -0.0265 1.5885  -0.184
H -4.7600 -4.5195 1.5968  0.453
H 1.7859 -4.1222 -1.3647  0.264
O -2.9204 0.9581 6.0895  -0.521
C -4.6463 1.9608 -1.8441  -0.992
H -2.0125 3.0538 -1.0257  -0.232
H -4.7183 0.8779 3.5224  -0.171
H -1.2229 -3.8942 2.6274  -0.237
H -1.5589 -4.8598 -3.5180  0.396
H 0.7471 -5.4164 -1.7057  0.492
C 1.8233 6.7188 3.0218  0.163
H 1.3696 4.7761 2.0552  0.045
H 2.9634 2.1621 -1.1256  0.087
C 0.7429 -4.4211 -1.2612  -0.922
H 0.8942 2.2238 -0.0306  -0.245
H 5.4310 0.8535 -2.9184  0.348
H -0.9365 0.3710 4.5506  0.331
O 1.8272 0.6470 0.8604  -0.204
S -0.3630 -3.3007 -2.1707  0.425
O -2.7343 -1.6988 0.6960  -0.679
H -0.1547 2.4986 -3.7864  0.483
H -1.7277 1.5424 3.4794  0.147
H -1.5534 -5.3118 -1.8901  0.282
H 1.7008 0.4731 -4.1472  0.322
H -6.2542 -2.0121 1.5187  0.485
H -5.6127 -1.2623 0.1902  0.317
H 3.8891 2.4460 0.3853  0.439
O 3.1732 3.8366 -3.2006  -0.485
H 5.4937 -0.3739 -4.0443  0.479
C -1.2973 -4.8681 3.1113  -0.564
H -2.2965 -0.2164 3.6121  -0.082
H 3.3746 6.3080 -4.4221  0.336
C -4.2392 -3.9918 0.7978  -0.881
H 4.0749 0.0436 -3.7300  0.124
H -0.6656 -4.8103 3.9977  0.531
H 5.9232 5.0998 -1.9861  0.420
C -5.3798 -1.4226 1.2429  -1.061
H 5.0297 6.4692 -3.7606  0.366
N 1.8965 7.8674 3.1476  -0.369
C -1.7285 -4.4434 -2.5251  -1.026
H -3.1874 4.2285 -0.3810  0.508
S 5.1460 -1.6107 -2.0651  0.374
H -5.2361 1.0723 -2.0693  0.328
C 2.9281 2.5676 -0.1145  -1.149
C 1.3755 -1.3611 2.0846  0.425
F 0.6748 -1.9160 3.0873  -0.254
H 1.5461 2.6999 1.5336  0.277
C 5.3997 4.2808 -2.4794  -0.899
H 4.2714 -0.3588 -0.2581  0.395
C -4.3722 1.5504 4.3072  -0.647
H -4.9326 -3.9799 -0.0431  0.374
H -5.1808 1.7423 5.0125  0.370
C -1.2105 -7.6454 3.0217  -0.949
C 1.7410 2.1003 0.6445  0.103
H 5.1699 3.8599 -1.5005  0.089
C 4.9687 -0.1116 -3.1258  -0.859
C 0.9252 -0.2020 -3.7856  -1.477
H -2.3169 -5.0415 3.4553  0.386
H -1.4484 -8.4069 2.2790  0.338
C -3.0388 1.1064 4.9344  0.440
C 4.1659 4.5584 -3.2970  0.800
H 3.5327 -1.9890 -0.2801  0.259
H -3.2689 -4.4802 0.7069  0.076
H -0.5650 -8.0919 3.7781  0.353
H -2.1683 -7.4006 3.4808  0.287
S -3.7547 -2.3498 1.5750  0.477
O -0.7480 -2.3056 -1.0478  0.823
H 1.2279 4.8836 3.7910  0.299
H -4.2128 2.5687 3.9525  0.317
H 1.3473 -1.1801 -3.5547  0.329
O -0.5117 -0.0206 -1.9766  -0.241
S -0.5234 -6.1853 2.0807  0.520
H -2.1122 3.2597 0.6988  0.233
F 1.4431 -2.2942 1.0527  -0.169
C -1.8873 0.6650 4.1060  -0.095
H 4.7694 5.4919 -5.1782  0.317
C 1.7892 5.2614 2.9364  -0.304
O -1.4450 -6.1985 0.8647  -0.623
H -2.6906 -3.9312 -2.5131  0.323
H 2.8632 5.0756 2.9388  0.234
O -0.4675 0.0298 0.9113  -1.291

Cartesian forces (eV/Å) of the 3 atoms listed first:
C -1.0 -0.9 1.3
H 0.1 -0.1 0.2
H 0.4 -0.2 0.3

Calculated values
electronic energy	-4284.1915	a.u.
net charge	+1
strongest force on any atom	4.6	eV/A

4.
The following is a DFT calculation (ωB97M-V with the def2-TZVPD basis set) of a molecular structure, C40H45AsIrO4P2S2 in a non-equilibrium geometry.

Last column: Löwdin spin population.
CARTESIAN COORDINATES (ANGSTROEM)
C -0.8051 0.5834 5.3088  0.001
H 5.7017 0.8612 -2.0192  0.000
Ir -0.2161 -0.1093 -0.1161  0.572
C 1.2503 5.3746 1.3560  0.000
H -1.9243 3.8117 2.8786  0.000
C -0.8941 2.0094 5.7925  0.000
H 0.2046 -3.4561 2.7332  0.000
C -0.9425 -4.0570 4.4686  0.000
H -1.4813 -2.9444 2.6852  0.000
H 0.5618 -4.7104 0.1970  0.000
C -4.4936 1.2743 -2.6551  0.000
C 0.5900 -0.5961 -4.7617  0.000
C 3.0095 -4.0716 -2.0807  0.000
H 2.4968 -5.8150 -0.9338  0.000
C -6.8857 2.6584 -3.1031  -0.001
As -2.0087 1.3975 -1.0918  0.076
H -7.6997 1.4210 -1.5505  0.000
H -1.1088 -5.0573 4.0676  0.000
C -4.5717 2.2686 -3.6278  0.000
H -1.2460 2.6599 4.9973  0.000
O -1.1336 -2.8509 0.3108  0.011
H -0.8807 2.6561 -2.9801  0.000
H 3.8074 -0.5489 -1.3458  0.000
H -2.6306 0.4529 -3.3217  0.000
O 1.4818 2.1464 -0.2315  0.023
C 3.2218 2.4878 -3.6463  0.000
H -1.7737 0.2242 4.9521  0.000
C 2.1568 1.6795 -3.2781  0.000
H -0.3951 2.4145 1.5460  0.007
C 4.5034 2.1900 -3.2045  0.000
H -1.8383 -3.7456 5.0066  0.000
H -3.3989 -0.4597 -2.0283  0.000
H -2.7827 2.9922 0.6724  0.000
H -0.8548 3.5998 -1.4798  0.000
C 1.6785 -2.1251 -1.6816  0.003
H 3.2635 4.4201 -0.7340  0.000
H 3.0517 3.3427 -4.2888  0.000
C -5.7555 2.9571 -3.8498  0.000
O -0.2526 -1.8403 3.9327  0.004
H -5.7960 3.7245 -4.6124  0.000
H -0.1150 -4.1019 5.1774  0.000
H -0.4699 -0.0818 6.1057  0.000
H 3.8305 -4.5605 -2.5903  0.000
C 2.3544 0.5658 -2.4668  -0.001
H -1.5875 2.0750 6.6325  0.000
H 0.0832 2.3655 6.1188  0.000
C -1.7367 -2.0883 -4.5241  0.000
H 3.6972 4.1207 0.9553  0.000
C 1.1887 -4.1739 -0.5028  0.002
C 2.7128 -2.7497 -2.3715  0.000
H -3.7679 1.5231 0.7369  0.000
P -0.0721 -0.5207 3.0462  0.015
C -3.3089 2.2544 0.0744  0.021
C 0.9114 -2.8413 -0.7758  0.019
H -2.6381 -2.6793 -4.4237  0.000
C 4.7076 1.0923 -2.3811  0.000
H -4.0750 2.7444 -0.5242  0.003
P 0.9503 -0.4713 -1.9307  0.005
C -1.2302 -1.7938 -5.7825  0.000
H -1.4182 6.2040 3.2576  0.000
C 1.8613 3.1815 0.2872  0.001
C -0.2833 -2.1031 -0.1373  0.050
H -1.4841 -1.8596 -2.4082  0.002
C 0.0730 -0.8639 -3.4967  0.001
H 0.3456 -0.8331 -6.8760  0.000
C -0.0653 -1.0515 -5.8986  0.000
C -3.2121 0.5456 -2.4057  -0.006
H 5.3384 2.8134 -3.4981  0.000
H 1.5113 -0.0404 -4.8701  0.000
C 0.9576 4.0303 1.1316  0.000
H 2.1342 5.8222 0.9220  0.000
C 2.2549 -4.7812 -1.1454  0.001
C -1.4690 2.9660 -2.1196  0.029
H 1.1647 1.9187 -3.6377  0.000
C -5.6372 0.9806 -1.9152  -0.001
H -5.5934 0.2081 -1.1554  0.000
C -0.7514 5.5962 2.6590  0.000
H 3.8778 2.8322 -0.2640  0.000
S -1.7084 -0.1392 1.9686  0.030
S 1.5089 -0.5405 1.8846  0.114
H -7.8125 3.1877 -3.2811  0.000
C -6.8220 1.6651 -2.1352  0.000
C 3.6384 0.2915 -2.0069  -0.001
C -0.1850 3.4689 1.6880  0.005
H -1.7385 -2.1486 -6.6699  0.000
O 0.1693 0.5021 4.2498  0.005
C 3.2692 3.6703 0.0611  0.001
H 0.6179 7.2050 2.2721  0.000
C -1.0373 4.2545 2.4474  0.001
H 3.2862 -2.2160 -3.1201  0.000
H -3.6968 2.4969 -4.2259  0.000
C 0.3928 6.1590 2.1113  0.000
H -2.3419 3.5258 -2.4558  0.004
C -1.0911 -1.6239 -3.3900  0.002
C -0.6281 -3.1014 3.3433  0.000

Cartesian forces (eV/Å) of the 3 atoms listed first:
C 0.0 -0.1 0.1
H 0.0 0.0 0.0
Ir -1.1 0.0 0.6

Calculated values
relative energy (zero: lowest compared OMol25 entry of this formula, charge and spin)	11.8	kcal/mol
2S+1	2
strongest force on any atom	1.4	eV/A